Record 1
144
Properties=species:S:1:pos:R:3 method="wB97M-V/def2-TZVPD" smiles=CC1(C)CCCC(C)(C)N1O.CC1(C)CCCC(C)(C)N1O.CC1(C)CCCC(C)(C)N1O.CC1(C)CCCC(C)(C)N1O.O.O.O.O.O.O.O.O e_tot_ha=-2548.59287 e_lumo_ha=-0.0050 homo_ev=-7.970 mol_weight_g_mol=773.15
C 4.68 0.81 1.68
C 4.58 2.05 2.58
C 3.67 1.70 3.78
C 5.98 2.39 3.07
C 6.06 3.78 3.72
C 5.51 4.87 2.80
C 4.12 4.54 2.24
C 3.08 4.85 3.33
C 3.87 5.49 1.07
N 4.13 3.18 1.79
O 3.03 2.88 0.94
H 5.10 1.10 0.71
H 5.36 0.09 2.13
H 3.71 0.33 1.53
H 3.87 0.68 4.12
H 3.77 2.41 4.59
H 2.62 1.70 3.45
H 6.35 1.67 3.80
H 6.68 2.41 2.24
H 5.50 3.79 4.66
H 7.09 4.00 4.01
H 6.22 5.03 1.98
H 5.48 5.80 3.38
H 2.11 4.39 3.11
H 2.92 5.93 3.35
H 3.38 4.53 4.33
H 2.90 5.29 0.61
H 4.63 5.37 0.30
H 3.91 6.50 1.46
H 3.47 2.54 0.15
C 3.90 -4.36 2.07
C 2.43 -4.79 2.06
C 2.21 -5.68 0.83
C 2.14 -5.56 3.33
C 0.65 -5.77 3.57
C 0.01 -4.40 3.69
C 0.20 -3.55 2.45
C -0.78 -3.95 1.33
C -0.14 -2.10 2.83
N 1.60 -3.58 2.07
O 1.88 -2.72 0.99
H 4.14 -3.80 2.98
H 4.57 -5.21 1.94
H 4.07 -3.61 1.29
H 2.67 -5.25 -0.06
H 2.68 -6.66 0.96
H 1.16 -5.88 0.63
H 2.64 -6.53 3.25
H 2.65 -5.08 4.17
H 0.26 -6.35 2.72
H 0.50 -6.34 4.49
H 0.51 -3.90 4.52
H -1.04 -4.44 4.00
H -0.59 -4.93 0.91
H -0.81 -3.16 0.56
H -1.80 -3.99 1.71
H 0.55 -1.74 3.59
H -1.18 -2.00 3.15
H 0.03 -1.44 1.99
H 1.47 -3.14 0.22
C 0.04 1.34 -4.74
C -0.07 0.54 -3.44
C -1.17 -0.51 -3.59
C 1.27 -0.16 -3.23
C 1.61 -0.48 -1.76
C 1.40 0.73 -0.89
C 0.01 1.35 -0.97
C -0.99 0.47 -0.21
C 0.03 2.71 -0.32
N -0.33 1.50 -2.36
O -1.61 2.08 -2.52
H 0.32 0.66 -5.54
H -0.92 1.80 -4.98
H 0.78 2.14 -4.61
H -0.90 -1.21 -4.39
H -1.34 -1.08 -2.67
H -2.11 -0.05 -3.89
H 1.32 -1.13 -3.75
H 2.14 0.32 -3.69
H 1.04 -1.34 -1.39
H 2.63 -0.87 -1.68
H 2.24 1.42 -0.85
H 1.49 0.30 0.13
H -1.21 -0.53 -0.57
H -1.93 1.01 -0.08
H -0.59 0.30 0.80
H 0.78 3.38 -0.75
H 0.24 2.65 0.75
H -0.95 3.20 -0.35
H -1.42 2.99 -2.78
C -7.66 -0.20 2.80
C -7.33 0.16 1.36
C -8.61 0.44 0.59
C -6.50 1.44 1.29
C -5.05 1.27 1.77
C -4.37 0.17 0.96
C -5.18 -1.13 0.95
C -4.60 -2.02 -0.15
C -4.98 -1.89 2.28
N -6.58 -0.86 0.61
O -7.32 -2.08 0.66
H -7.94 -1.24 2.95
H -6.89 0.10 3.50
H -8.56 0.38 3.08
H -9.03 1.38 0.93
H -8.40 0.66 -0.46
H -9.35 -0.36 0.67
H -6.41 1.73 0.24
H -6.97 2.27 1.82
H -4.50 2.20 1.71
H -5.00 1.02 2.83
H -3.44 -0.10 1.46
H -4.23 0.53 -0.06
H -5.15 -2.95 -0.24
H -3.53 -2.21 0.00
H -4.66 -1.53 -1.13
H -3.93 -2.15 2.39
H -5.59 -2.79 2.31
H -5.31 -1.28 3.13
H -7.46 -2.29 -0.26
O 1.59 2.49 -7.40
H 0.72 2.74 -7.07
H 1.63 1.53 -7.29
O 2.25 -0.26 -7.27
H 1.85 -1.02 -7.70
H 2.70 -0.62 -6.50
O -1.94 4.67 -3.74
H -2.85 4.74 -3.42
H -1.87 5.34 -4.43
O 0.97 -3.52 -3.15
H 1.93 -3.58 -3.08
H 0.66 -4.40 -2.88
O -2.80 2.26 -6.99
H -3.53 1.75 -7.34
H -3.18 2.79 -6.28
O -0.67 -3.69 -5.50
H -1.52 -3.25 -5.40
H -0.23 -3.59 -4.64
O 1.02 4.89 -2.92
H 1.28 4.01 -2.62
H 0.06 4.89 -2.83
O 5.06 -0.36 -3.24
H 4.89 0.58 -3.39
H 4.38 -0.81 -3.74

***

Record 2
72
Properties=species:S:1:pos:R:3 method="wB97M-V/def2-TZVPD" smiles=CC(C)O.CC(C)O.CC(C)O.CO.CO.CO.CO.CO.CO e_tot_ha=-1277.24039 e_lumo_ha=0.0038 homo_ev=-9.954 mol_weight_g_mol=372.54
C 0.03 -4.53 -2.92
C -0.86 -3.47 -3.51
C -1.88 -4.00 -4.53
O -1.52 -2.69 -2.53
H 0.47 -4.25 -1.96
H 0.66 -4.99 -3.68
H -0.69 -5.25 -2.55
H -0.22 -2.75 -4.02
H -1.39 -4.21 -5.48
H -2.73 -3.34 -4.72
H -2.19 -4.99 -4.21
H -0.87 -2.08 -2.16
C -6.84 1.62 3.37
C -6.12 2.50 2.31
C -5.97 4.04 2.65
O -4.71 2.13 2.29
H -7.90 1.82 3.49
H -6.35 1.81 4.33
H -6.79 0.59 3.02
H -6.61 2.44 1.34
H -5.60 4.34 3.63
H -6.92 4.54 2.51
H -5.27 4.64 2.06
H -4.62 1.24 1.94
C 4.88 -0.94 -4.40
C 5.65 -0.70 -3.08
C 5.44 0.70 -2.54
O 5.13 -1.63 -2.19
H 5.01 -1.92 -4.85
H 5.26 -0.24 -5.15
H 3.85 -0.65 -4.18
H 6.72 -0.85 -3.24
H 5.55 0.74 -1.46
H 4.51 1.15 -2.87
H 6.22 1.30 -3.02
H 4.20 -1.48 -2.03
C -6.46 -0.99 -2.39
O -5.48 -0.77 -1.40
H -6.10 -0.53 -3.31
H -6.58 -2.06 -2.57
H -7.46 -0.67 -2.09
H -4.64 -1.10 -1.76
C 0.07 3.49 3.51
O 1.26 3.73 4.21
H 0.16 3.41 2.43
H -0.55 2.73 3.99
H -0.59 4.35 3.60
H 1.05 3.78 5.14
C 3.74 -4.58 4.29
O 3.88 -5.98 4.06
H 4.62 -3.94 4.32
H 3.17 -4.19 3.44
H 3.20 -4.40 5.22
H 4.67 -6.07 3.53
C 1.45 -0.43 0.97
O 0.49 0.11 0.23
H 1.12 -0.50 2.01
H 1.93 -1.38 0.72
H 2.26 0.30 1.00
H -0.25 0.39 0.77
C -2.26 2.63 -3.40
O -0.87 2.33 -3.66
H -2.93 1.77 -3.43
H -2.28 3.00 -2.37
H -2.58 3.39 -4.11
H -0.67 1.89 -2.83
C 6.84 3.30 4.88
O 5.96 3.18 3.81
H 6.85 2.46 5.57
H 7.79 3.36 4.34
H 6.56 4.19 5.44
H 5.08 3.16 4.20

***

Record 3
15
Properties=species:S:1:pos:R:3 method="wB97M-V/def2-TZVPD" e_tot_ha=-805.26844 e_lumo_ha=0.0210 homo_ev=-9.234 mol_weight_g_mol=134.56
C 0.89 -0.52 0.80
C -0.51 1.84 0.41
C -0.14 0.46 0.16
C 1.93 -0.92 -0.19
C -1.65 -0.59 -0.57
O 0.67 -1.01 1.91
O 0.21 1.40 -0.73
Cl -3.06 -0.19 0.42
H -1.64 2.02 0.12
H 0.13 2.35 1.06
H 2.43 -0.08 -0.67
H 1.31 -1.37 -0.98
H 2.69 -1.65 0.12
H -1.49 -1.63 -0.38
H -1.77 -0.12 -1.49